No. 1
ORCA calculation (ωB97M-V/def2-TZVPD) on C17H11F5N2OS2Zr as an isolated structure in a non-equilibrium geometry.

ORCA input file:
```
! wB97M-V def2-TZVPD RIJCOSX def2/J DEFGRID3
* xyz 2 1
Zr 0.85 0.64 0.87
N 0.05 2.53 -0.03
C -1.26 2.20 -0.60
C -1.96 3.12 -1.35
C -3.24 2.83 -1.86
C -3.81 1.61 -1.61
C -3.13 0.64 -0.84
C -3.69 -0.61 -0.51
C -3.00 -1.49 0.29
C -1.71 -1.15 0.72
N -1.14 0.01 0.41
C -1.83 0.93 -0.34
H 0.62 2.95 -0.79
H -0.07 3.29 0.66
H -1.54 4.10 -1.54
H -3.77 3.58 -2.42
H -4.79 1.37 -1.99
H -4.68 -0.86 -0.87
H -3.42 -2.44 0.58
H -1.14 -1.82 1.36
C 2.98 -1.66 4.75
O 1.78 -0.93 4.50
C 1.63 -0.16 3.49
S 2.87 0.19 2.34
S 0.08 0.55 3.29
H 2.71 -2.48 5.41
H 3.71 -1.01 5.24
H 3.40 -2.03 3.81
F 1.24 -1.86 0.61
C 1.70 -1.56 -0.71
C 1.62 -0.20 -0.97
C 2.01 0.23 -2.22
F 1.88 1.57 -2.38
C 2.47 -0.65 -3.20
F 2.83 -0.24 -4.40
C 2.53 -2.02 -2.89
F 2.93 -2.87 -3.81
C 2.14 -2.50 -1.63
F 2.18 -3.79 -1.36
*
```

Values from the calculation:
LUMO level = -0.299 Ha
Total energy = -2181.3881 a.u.
ΔE to the lowest compared entry with this formula, charge and spin = 14.9 kcal/mol
HOMO level = -15.575 eV

***

No. 2
ORCA calculation (ωB97M-V/def2-TZVPD) on a 8-piece molecular cluster, H17O8 overall in a non-equilibrium geometry.

ORCA input file:
```
! wB97M-V def2-TZVPD RIJCOSX def2/J DEFGRID3
* xyz 1 1
O 0.29 -0.17 0.02
H 0.07 0.81 -0.04
H -0.57 -0.75 0.38
H 0.89 -0.68 -0.70
O -2.42 -1.45 2.54
H -2.21 -0.48 2.48
H -3.26 -1.46 2.19
O 3.01 1.41 -0.51
H 3.71 2.09 -0.57
H 2.71 1.34 -1.42
O -0.19 2.22 -0.62
H -0.64 1.56 -1.31
H 0.72 2.31 -0.90
O -1.18 0.10 -2.01
H -1.30 -0.31 -2.87
H -1.91 -0.29 -1.30
O 0.15 1.88 2.34
H -0.76 1.96 2.08
H 0.44 2.63 2.74
O -1.16 -2.58 0.33
H -0.79 -3.47 0.40
H -1.67 -2.34 1.14
O 2.01 -1.09 -1.31
H 2.30 -1.96 -0.91
H 1.74 -1.25 -2.19
*
```

Values from the calculation:
LUMO level = -0.131 Ha
Total energy = -611.8096 a.u.
ΔE to the lowest compared entry with this formula, charge and spin = 63.8 kcal/mol
HOMO level = -14.387 eV

***

No. 3
ORCA calculation (ωB97M-V/def2-TZVPD) on a 2-piece molecular cluster, C3H9N3 overall in a non-equilibrium geometry.

ORCA input file:
```
! wB97M-V def2-TZVPD RIJCOSX def2/J DEFGRID3
* xyz 1 2
C 0.38 -2.77 2.28
C -0.37 -1.62 2.08
N -0.24 -0.77 1.09
H 0.34 -3.27 3.24
H 0.92 -3.23 1.46
H -1.09 -1.31 2.83
H 0.53 -0.81 0.43
H -0.58 0.18 1.15
N -0.52 2.60 -1.40
C -0.06 1.68 -2.31
N 0.88 1.93 -3.11
H 0.13 3.35 -1.22
H -1.05 2.19 -0.66
H -0.63 0.74 -2.40
H 1.37 1.10 -3.45
*
```

Values from the calculation:
LUMO level (alpha / beta) = -0.166 / -0.293 Ha
Total energy = -283.6245 a.u.
Expectation value of S² = 0.762
ΔE to the lowest compared entry with this formula, charge and spin = 28.6 kcal/mol
HOMO level (alpha / beta) = -11.873 / -11.871 eV

***

No. 4
ORCA calculation (ωB97M-V/def2-TZVPD) on an isolated molecule of C18H21NO4 in a non-equilibrium geometry.

ORCA input file:
```
! wB97M-V def2-TZVPD RIJCOSX def2/J DEFGRID3
* xyz 0 1
O -2.88 -2.63 -0.91
O 0.33 -0.34 3.43
O -0.78 0.15 -1.62
O 3.01 2.13 1.89
C -2.37 -1.72 -1.53
C 1.22 0.21 2.84
C -1.33 -0.88 -0.91
C -0.79 -0.88 0.34
C 1.90 2.24 -0.23
C 0.99 1.81 -1.20
C 1.99 1.70 1.09
C 0.15 0.77 -0.82
C 1.09 0.66 1.44
C 0.19 0.17 0.48
N -2.74 -1.59 -2.84
C -0.98 -1.97 1.38
C -2.23 -2.41 -5.64
C 4.12 2.53 3.98
C 1.70 3.07 3.86
C 2.45 0.62 3.63
C -3.67 -2.43 -3.57
C -3.63 -2.17 -5.06
C 2.79 2.12 3.33
H 2.59 3.02 -0.48
H 0.97 2.26 -2.18
H -2.33 -0.78 -3.32
H -0.01 -2.20 1.82
H -1.36 -2.91 1.01
H -1.68 -1.60 2.16
H -1.95 -3.48 -5.65
H -2.19 -2.06 -6.69
H -1.47 -1.85 -5.07
H 4.92 1.86 3.69
H 3.99 2.52 5.05
H 4.45 3.49 3.62
H 1.90 4.09 3.51
H 0.72 2.72 3.52
H 1.67 3.01 4.97
H 3.31 0.02 3.26
H 2.31 0.48 4.69
H -4.64 -2.31 -3.16
H -3.45 -3.48 -3.37
H -4.35 -2.80 -5.57
H -3.94 -1.13 -5.19
*
```

Values from the calculation:
LUMO level = -0.008 Ha
Total energy = -1054.2260 a.u.
ΔE to the lowest compared entry with this formula, charge and spin = 25.4 kcal/mol
SMILES string = CCCNC(=O)c1oc2ccc3c(c2c1C)C(=O)CC(C)(C)O3
HOMO level = -8.541 eV

***

No. 5
ORCA calculation (ωB97M-V/def2-TZVPD) on C2H5OPS as an isolated structure in a non-equilibrium geometry.

ORCA input file:
```
! wB97M-V def2-TZVPD RIJCOSX def2/J DEFGRID3
* xyz 0 1
C 0.40 1.32 0.51
C -0.80 -0.82 -0.41
O -0.18 -1.99 -0.03
P 0.57 0.31 -1.09
S -1.08 0.26 1.11
H 1.22 1.53 1.29
H -0.16 2.27 0.24
H 1.76 -0.33 -0.68
H -0.95 -2.54 0.07
H -1.74 -1.05 -0.91
*
```

Values from the calculation:
LUMO level = 0.013 Ha
Total energy = -893.9137 a.u.
ΔE to the lowest compared entry with this formula, charge and spin = 37.1 kcal/mol
HOMO level = -8.746 eV

***

No. 6
ORCA calculation (ωB97M-V/def2-TZVPD) on C6H11NO2 as an isolated structure in a non-equilibrium geometry.

ORCA input file:
```
! wB97M-V def2-TZVPD RIJCOSX def2/J DEFGRID3
* xyz 0 1
C -1.72 -1.48 0.11
C 2.62 -0.77 -0.18
C -1.07 0.74 -1.03
C -1.56 0.00 0.05
C 0.36 0.34 -0.09
N 0.71 1.30 0.86
C 1.22 -0.53 -0.65
O -1.42 2.07 -0.89
O -2.26 0.63 1.06
H -0.85 2.58 -1.48
H -2.36 1.56 0.80
H 0.10 1.37 1.66
H 1.69 1.37 1.08
H 0.88 -1.09 -1.51
H -1.06 -1.98 -0.59
H -2.76 -1.73 -0.14
H -1.52 -1.85 1.12
H 3.35 -0.15 -0.72
H 2.91 -1.81 -0.36
H 2.74 -0.57 0.89
*
```

Values from the calculation:
LUMO level = 0.028 Ha
Total energy = -440.3302 a.u.
ΔE to the lowest compared entry with this formula, charge and spin = 98.5 kcal/mol
HOMO level = -7.368 eV